# 1
Density functional theory data (ωB97M-V/def2-TZVPD) for a cluster of 2 separate species, C7H15OP in total.

The HOMO-LUMO gap (spin up / spin down) is 7.0288 / 7.0409 eV. Its energy above the lowest of the compared OMol25 structures with the same formula, charge and spin is 3.3485 eV.

```
! RIJCOSX wB97M-V def2-TZVPD def2/J DEFGRID3
* xyz 0 1
P 0.9192 -1.3063 -0.2219
O -4.2464 0.6702 -0.4687
C 2.4154 0.5450 -1.3641
C 2.1008 0.1798 0.0632
C 3.4873 -0.1012 0.8550
C -3.6095 -0.2627 -0.1127
C -3.0172 -0.3156 1.3000
C 1.1324 1.1935 0.6479
C -3.2325 -1.2293 -1.2099
H -3.4825 0.4906 1.8246
H 3.9438 -1.0796 0.6055
H -3.7653 -1.0824 -2.1369
H 1.8690 -0.0727 -2.0912
H 3.4718 -0.0317 2.0011
H -3.1146 -1.2605 1.8758
H 3.4810 0.2248 -1.4592
H -2.1128 -1.1699 -1.4774
H -1.8482 -0.2009 1.2454
H 1.7120 2.1438 0.8587
H -3.3593 -2.3046 -0.9656
H 4.0980 0.7077 0.5307
H 0.5795 1.1195 1.5909
H 2.2059 1.6200 -1.6593
H 0.3722 1.5227 -0.2320
*
```

---

# 2
Density functional theory data (ωB97M-V/def2-TZVPD) for an isolated molecule of C7H15OP.

As for the expectation value of S²: 2.01. The HOMO-LUMO gap (spin up / spin down) is 7.4093 / 8.1610 eV. Its energy above the lowest of the compared OMol25 structures with the same formula, charge and spin is 0.0000 eV.

```
! RIJCOSX wB97M-V def2-TZVPD def2/J DEFGRID3
* xyz 0 3
P 0.8656 1.1812 -2.1989
O 2.1272 1.9398 -1.3190
C 1.9095 1.6624 0.0841
C -0.1069 -2.1144 -1.2825
C -0.9181 -0.4413 1.4571
C 1.2194 0.3142 0.3610
C -1.1085 1.4721 0.1012
C -0.6491 -0.7037 -0.9832
C -0.2975 0.1379 0.1921
H -1.0738 2.0541 0.9715
H 1.3838 2.5079 0.4087
H 0.8849 -2.0194 -0.9254
H -0.5563 -3.0375 -0.9000
H 0.0125 -2.2555 -2.3686
H 1.6427 0.3385 -3.0260
H 2.9857 1.5377 0.5868
H -0.6066 2.1377 -0.6424
H -1.6727 -0.6127 -1.4580
H 1.8337 -0.4931 -0.0805
H -2.0929 1.3634 -0.2711
H -0.6509 -0.0290 2.4543
H -0.4566 -1.4449 1.5388
H 1.3527 0.1370 1.4163
H -2.0292 -0.6753 1.4108
*
```

---

# 3
Density functional theory data (ωB97M-V/def2-TZVPD) for an isolated molecule of C7H16BN3O4.

The HOMO-LUMO gap is 9.4092 eV. Its energy above the lowest of the compared OMol25 structures with the same formula, charge and spin is 0.3686 eV.

```
! RIJCOSX wB97M-V def2-TZVPD def2/J DEFGRID3
* xyz 0 1
O 2.4505 2.8549 0.5746
O -0.3750 2.6384 0.4212
O 3.7775 1.2270 1.6868
O 0.3692 -2.4872 -0.3438
N -1.7171 1.6001 -2.0155
N -1.3270 -3.7794 -1.2500
N 0.3373 0.5425 0.6060
C 1.5445 -0.5004 2.2716
C -0.5257 1.4799 0.1586
C -0.6612 -2.5847 -0.9895
C -1.7473 1.1571 -0.6520
C -2.0415 -0.3921 -0.6453
C -1.0529 -1.2291 -1.5595
C 1.2914 0.8063 1.6473
B 2.5478 1.7427 1.3345
H 2.3677 -0.4820 2.9949
H -0.9766 1.2800 -2.6015
H -1.8942 -0.7515 0.3713
H 4.5522 1.8673 1.7282
H -2.9760 -0.6871 -1.0868
H 0.8617 1.6083 2.2985
H -2.0772 2.5705 -2.0933
H 0.3382 -0.4084 0.2106
H -1.6290 -1.3819 -2.4599
H 0.6872 -0.7306 2.9119
H -0.1280 -0.6468 -1.8251
H 1.7118 -1.1872 1.4372
H -0.8436 -4.6697 -1.0579
H 1.5800 2.8378 0.1151
H -2.5621 1.6663 -0.1180
H -1.8828 -3.9606 -2.0703
*
```

---

# 4
Density functional theory data (ωB97M-V/def2-TZVPD) for a structure of composition C7H16BeNOPS.

The HOMO-LUMO gap is 6.2608 eV.

```
! RIJCOSX wB97M-V def2-TZVPD def2/J DEFGRID3
* xyz 0 1
S 3.8698 -0.8946 -2.6550
P -1.6332 0.3097 0.5597
O 1.5620 2.5006 -0.7712
N 2.1512 -0.6058 -0.8241
C -2.1479 2.0179 0.0792
C 4.3795 -1.2443 -1.0993
C -2.2283 0.1963 2.3061
C 1.2048 1.4444 -0.4095
C 2.3113 -0.4937 -2.1766
C -2.8609 -0.7373 -0.3347
C 3.3128 -1.0348 -0.2374
Be 0.5995 -0.2977 0.1268
H 3.4096 -1.2091 0.8252
H -2.0449 -0.8274 2.6724
H -0.0199 -0.5844 -1.3846
H 0.6748 -0.0594 1.5249
H -1.5438 2.7467 0.6445
H 0.0273 -1.8790 0.5239
H -3.3043 0.4332 2.3878
H -2.6758 -0.6478 -1.4172
H -2.6999 -1.7876 -0.0432
H 5.3666 -1.5821 -0.8142
H -1.6498 0.8991 2.9287
H -3.8968 -0.4325 -0.1028
H -3.2209 2.1943 0.2736
H 1.4571 -0.4050 1.2733
H -1.9372 2.1576 -0.9939
H 1.5374 -0.1773 -2.8624
*
```

---

# 5
Density functional theory data (ωB97M-V/def2-TZVPD) for a structure of composition C7H16BrNO4P.

As for the expectation value of S²: 2.01. The HOMO-LUMO gap (spin up / spin down) is 5.6270 / 7.9414 eV.

```
! RIJCOSX wB97M-V def2-TZVPD def2/J DEFGRID3
* xyz 1 3
Br 3.2303 -0.5915 0.3879
P 0.3783 -0.2904 0.0069
O -1.8973 -2.4698 -0.6271
O 0.5164 -0.6145 -1.4935
O -1.2627 -0.4948 0.2889
O 0.5643 1.1661 0.4426
N 1.5698 -2.6952 0.0444
C 1.4968 1.1854 -2.7162
C 1.5517 -1.3860 0.9247
C -2.2231 -1.4496 -0.1053
C 0.8774 1.7063 1.7262
C -3.5692 -1.0192 0.3367
C 0.1940 0.8883 2.8084
C 0.3117 0.2596 -2.6341
H 1.8231 -2.4295 -0.9147
H 1.7798 1.6264 -1.7407
H 1.3261 2.1751 -3.2422
H 0.6469 -0.1501 2.9001
H 0.5360 2.7185 1.8114
H -3.5651 -0.0152 0.6417
H -4.3098 -1.3464 -0.4681
H 0.3751 -0.4126 -3.6212
H 1.9754 1.7008 1.9389
H -0.8179 1.0343 2.5892
H 2.2672 -3.2857 0.4673
H 0.6124 -3.1710 0.0821
H 0.4659 1.2111 3.7425
H -0.6474 0.6986 -2.3560
H -3.9972 -1.5627 1.2569
H 2.4242 0.7634 -3.1033
*
```

---

# 6
Density functional theory data (ωB97M-V/def2-TZVPD) for a cluster of 2 separate species, C7H16BrP in total.

As for the expectation value of S²: 2.01. The HOMO-LUMO gap (spin up / spin down) is 5.1727 / 7.8315 eV. Its energy above the lowest of the compared OMol25 structures with the same formula, charge and spin is 2.3554 eV.

```
! RIJCOSX wB97M-V def2-TZVPD def2/J DEFGRID3
* xyz 0 3
Br 3.2348 -0.6156 -0.0019
P 1.6382 0.5567 1.0776
C 0.7164 1.2272 -1.5442
C 1.3678 1.8212 -0.3499
C -2.1499 -1.3887 1.2604
C 0.4510 2.8798 0.3599
C -1.5021 -1.5667 -1.1428
C -1.2607 -1.7897 0.1305
C 0.0072 -2.5379 0.3903
H 0.6960 -2.7390 -0.5181
H 0.6588 -1.9454 1.0413
H 0.8956 3.4903 1.2044
H -0.9250 -2.1193 -1.8552
H 2.6387 1.4015 1.6728
H 0.0064 3.6750 -0.4181
H 1.2187 0.3896 -2.0097
H -3.1848 -1.6803 1.2611
H -0.1971 0.7231 -1.0818
H -2.1259 -0.2977 1.1886
H -2.3041 -1.0046 -1.5203
H -1.7913 -1.7324 2.2848
H -0.2468 -3.4631 1.0175
H -0.5108 2.3303 0.4976
H 0.4464 2.0410 -2.2573
H 2.2226 2.3447 -0.6876
*
```

---

# 7
Density functional theory data (ωB97M-V/def2-TZVPD) for a structure of composition C7H16Cl2O3PW.

As for the expectation value of S²: 2.03. The HOMO-LUMO gap (spin up / spin down) is 4.5966 / 3.9940 eV.

```
! RIJCOSX wB97M-V def2-TZVPD def2/J DEFGRID3
* xyz 3 3
W 0.7306 -0.2759 0.1039
Cl 1.7412 0.2891 -3.5248
Cl 1.1100 1.7876 -0.6298
P -1.3830 -0.0891 0.7879
O -0.1614 2.2631 3.2642
O 2.7230 -1.9735 -2.5483
O 1.4228 -0.9771 3.0573
C 2.5333 -1.8441 -4.9743
C 1.1153 -0.7183 1.9363
C -2.3905 1.4193 0.7914
C -2.3959 -1.3277 1.6042
C 1.2646 2.3886 3.2269
C 2.4218 -1.3754 -3.5539
C -1.3345 -0.6654 -0.9931
H -0.3717 1.7135 4.0327
H -2.0326 -1.5093 -1.0261
H 2.7671 -2.9120 -4.9757
H 1.7950 1.4674 3.4937
H 1.5917 -1.6644 -5.5090
H -2.0559 2.1414 0.0421
H -3.4117 -1.2819 1.1973
H 3.3382 -1.2919 -5.4803
H -1.6581 0.0926 -1.7202
H 1.5662 2.6557 2.2100
H 1.5292 3.1747 3.9469
H -2.2742 1.8876 1.7736
H -3.4426 1.1676 0.6165
H -1.9930 -2.3365 1.4778
H -0.3295 -1.1106 -1.2999
H -2.4154 -1.0953 2.6728
*
```

---

# 8
Density functional theory data (ωB97M-V/def2-TZVPD) for a cluster of 2 separate species, C7H16ClPS2 in total.

The HOMO-LUMO gap (spin up / spin down) is 7.3734 / 7.3739 eV. Its energy above the lowest of the compared OMol25 structures with the same formula, charge and spin is 0.0000 eV.

```
! RIJCOSX wB97M-V def2-TZVPD def2/J DEFGRID3
* xyz 0 1
Cl 0.2175 5.2067 -1.2420
S 2.2881 1.8947 1.5729
S 0.7289 0.3364 -1.1028
P 0.6223 1.2518 0.7775
C 2.9213 -1.2037 -0.3500
C 1.2295 -2.1681 -1.9361
C 0.6692 -1.9194 0.5005
C -0.8047 2.1959 0.8065
C -2.0172 1.8215 0.0316
C -0.9722 3.1589 1.9296
C 1.4417 -1.3422 -0.6729
H 0.8102 -1.3039 1.3939
H -1.8827 0.8735 -0.4878
H 0.9626 4.4620 -0.5082
H -0.3965 -1.9734 0.2793
H 3.3477 -2.1912 -0.1735
H -0.0349 3.3129 2.4622
H 3.0718 -0.5983 0.5436
H 3.4528 -0.7366 -1.1762
H 1.0291 -2.9236 0.7205
H -1.7290 2.8144 2.6371
H 1.6345 -3.1686 -1.7987
H 0.1699 -2.2471 -2.1690
H 1.7317 -1.7024 -2.7814
H -2.2045 2.5867 -0.7279
H -2.8943 1.7704 0.6795
H -1.3101 4.1172 1.5324
*
```

---

# 9
Density functional theory data (ωB97M-V/def2-TZVPD) for a cluster of 2 separate species, C7H16N in total.

The HOMO-LUMO gap is 6.8387 eV. Its energy above the lowest of the compared OMol25 structures with the same formula, charge and spin is 3.5385 eV.

```
! RIJCOSX wB97M-V def2-TZVPD def2/J DEFGRID3
* xyz 1 1
N 0.6799 1.7971 1.8566
C 0.2794 -0.7289 -0.6927
C 0.5823 0.2607 -1.7766
C -0.8304 -0.4110 0.1699
C 0.9856 -1.9001 -0.4832
C -2.7027 1.0287 1.3027
C -1.6867 0.7885 0.1228
C 2.3987 -2.1614 -1.0834
H -2.1779 0.7611 -0.8468
H -0.9336 1.6114 -0.0259
H 2.4106 -3.0340 -2.0047
H -2.1041 1.1869 2.1721
H 1.4738 -0.0506 -2.2835
H 0.3147 0.8937 1.4317
H 0.8289 1.1998 -1.1924
H 1.0345 1.8741 2.7527
H -3.4965 1.8396 1.0808
H 2.8369 -1.2909 -1.5101
H 1.3753 2.3333 1.2202
H -3.4143 0.2126 1.5901
H -0.3424 0.2854 -2.3809
H 0.4170 -2.6970 0.0007
H 3.0808 -2.6471 -0.3799
H -1.0096 -1.1518 0.9595
*
```

---

| no. | electronic energy (Ha) |
| --- | --- |
| 1 | -692.152519 |
| 2 | -692.116331 |
| 3 | -766.518956 |
| 4 | -1160.393612 |
| 5 | -3546.991187 |
| 6 | -3191.457849 |
| 7 | -1829.500475 |
| 8 | -1874.237655 |
| 9 | -330.698572 |